No. 1
Density functional theory data (ωB97M-V with the def2-TZVPD basis set) for a cluster of 3 separate species, C19H38BrNO10P in total at a distorted geometry.

Output
**Gap between HOMO and LUMO**: 6.6 eV
**Charge**: -1
**HOMO level**: -0.1716 Ha

Geometry as XYZ:
```
70
Properties=species:S:1:pos:R:3:nbo_charge:R:1
C 2.88 1.85 1.17 -0.64
C 1.42 2.60 1.04 -0.42
C 0.88 2.82 -0.49 -0.43
C 1.90 2.29 -1.67 -0.42
C 1.81 0.65 -1.93 -0.42
C 0.39 0.21 -2.70 -0.42
C 0.08 -1.38 -2.45 -0.46
C -1.23 -1.69 -1.52 0.03
Br -1.36 -3.70 -1.35 -0.03
C -2.67 -1.20 -2.22 0.70
O -2.81 -0.08 -2.93 -0.72
O -3.88 -2.03 -2.00 -0.80
N -1.17 -1.14 -0.11 -0.47
O -2.32 -1.33 0.57 -0.38
C -2.57 -0.25 1.55 -0.08
C -3.69 0.86 1.02 -0.44
C -2.91 1.87 0.00 -0.42
C -3.89 2.57 -1.15 -0.63
P 0.27 -1.68 0.79 1.53
O -0.08 -2.50 2.09 -1.08
H 2.86 0.70 0.95 0.21
H 3.74 2.34 0.53 0.22
H 3.22 1.96 2.31 0.21
H 0.61 1.96 1.63 0.21
H 1.52 3.67 1.56 0.20
H 0.63 3.97 -0.61 0.21
H -0.12 2.23 -0.59 0.23
H 1.52 2.78 -2.69 0.21
H 2.99 2.68 -1.51 0.21
H 2.72 0.32 -2.59 0.21
H 1.79 0.14 -0.87 0.19
H -0.44 0.94 -2.32 0.25
H 0.55 0.34 -3.87 0.21
H 1.08 -1.87 -2.08 0.22
H -0.14 -1.86 -3.52 0.26
H -2.89 -0.69 2.61 0.21
H -1.58 0.37 1.74 0.18
H -3.99 1.49 1.99 0.19
H -4.65 0.35 0.59 0.24
H -2.09 1.28 -0.62 0.23
H -2.33 2.71 0.61 0.19
H -4.44 3.51 -0.70 0.19
H -4.60 1.77 -1.63 0.25
H -3.15 2.93 -2.01 0.21
H 0.98 -0.46 1.21 -0.08
H 1.22 -2.45 0.02 -0.04
C 8.19 4.47 0.29 -0.26
O 8.75 3.47 1.14 -0.50
C 8.04 2.32 1.18 0.98
O 7.01 2.09 0.58 -0.63
O 8.68 1.46 2.02 -0.50
C 8.05 0.19 2.16 -0.26
H 8.83 5.36 0.34 0.19
H 8.15 4.13 -0.74 0.19
H 7.19 4.76 0.65 0.19
H 8.00 -0.33 1.20 0.19
H 7.05 0.31 2.59 0.20
H 8.65 -0.41 2.85 0.19
C -7.29 -6.76 0.99 -0.25
O -6.53 -5.70 1.56 -0.51
C -6.05 -4.81 0.65 0.98
O -6.22 -4.86 -0.56 -0.63
O -5.36 -3.86 1.32 -0.51
C -4.79 -2.85 0.49 -0.26
H -7.62 -7.41 1.81 0.18
H -8.17 -6.38 0.47 0.19
H -6.67 -7.36 0.31 0.19
H -5.58 -2.30 -0.05 0.19
H -4.07 -3.28 -0.21 0.25
H -4.26 -2.14 1.13 0.18
```

No. 2
Density functional theory data (ωB97M-V with the def2-TZVPD basis set) for a structure of composition C40H94AsBF10N5O2 at a distorted geometry.

Output
**Gap between HOMO and LUMO**: 5.9 eV
**Charge**: +3
**HOMO level**: -0.3978 Ha

Geometry as XYZ:
```
153
Properties=species:S:1:pos:R:3:lowdin_charge:R:1
As -1.00 0.83 -0.71 0.85
F -0.06 2.06 0.25 -0.33
F 0.41 -0.09 -1.01 -0.28
F -1.90 -0.32 -1.76 -0.31
F -2.45 1.77 -0.37 -0.27
F -0.74 1.90 -2.18 -0.33
F -1.28 -0.13 0.80 -0.33
C -0.58 -2.01 7.95 -0.05
C 0.76 -2.75 8.29 -0.12
N 2.06 -2.23 7.54 -0.22
C 2.02 -0.66 7.41 0.02
C 3.28 -2.51 8.48 -0.14
C 3.76 -3.97 8.61 -0.05
C 2.08 -2.92 6.11 -0.05
C 3.04 -2.28 5.15 -0.21
O 3.51 -3.28 4.25 -0.15
C 4.59 -2.85 3.46 -0.12
H -0.78 -2.24 6.90 0.07
H -0.68 -0.93 8.01 0.08
H -1.38 -2.53 8.47 0.09
H 0.76 -3.83 8.19 0.13
H 0.93 -2.43 9.32 0.12
H 1.27 -0.47 6.64 0.11
H 2.92 -0.10 7.15 0.10
H 1.71 -0.24 8.37 0.11
H 3.09 -2.03 9.44 0.13
H 4.03 -1.93 7.94 0.11
H 3.94 -4.50 7.67 0.08
H 3.19 -4.63 9.27 0.08
H 4.78 -4.05 8.97 0.09
H 1.04 -2.82 5.79 0.12
H 2.19 -4.01 6.18 0.13
H 3.75 -1.75 5.80 0.10
H 2.68 -1.42 4.58 0.14
H 4.95 -3.67 2.84 0.09
H 5.47 -2.54 4.01 0.09
H 4.31 -2.11 2.71 0.10
C -8.54 -0.99 -4.93 -0.07
C -10.00 -0.95 -4.57 -0.17
N -10.59 0.45 -4.32 -0.22
C -12.06 0.34 -3.80 0.05
C -9.77 1.33 -3.35 -0.17
C -9.62 0.70 -2.02 -0.06
C -10.60 1.16 -5.76 -0.02
C -10.78 2.72 -5.68 -0.22
O -11.95 2.98 -4.95 -0.22
C -12.23 4.40 -4.71 -0.04
H -8.29 -1.94 -5.42 0.09
H -7.83 -0.86 -4.12 0.09
H -8.16 -0.30 -5.68 0.08
H -10.16 -1.55 -3.68 0.12
H -10.70 -1.40 -5.28 0.13
H -12.54 1.22 -3.38 0.11
H -11.93 -0.46 -3.07 0.09
H -12.61 0.02 -4.69 0.10
H -10.27 2.29 -3.18 0.13
H -8.82 1.48 -3.86 0.14
H -10.52 0.33 -1.54 0.09
H -9.11 1.31 -1.27 0.11
H -9.06 -0.23 -2.13 0.07
H -11.38 0.69 -6.36 0.13
H -9.61 1.00 -6.18 0.11
H -10.77 3.10 -6.70 0.13
H -9.99 3.27 -5.17 0.12
H -11.99 5.06 -5.55 0.09
H -11.59 4.78 -3.92 0.10
H -13.30 4.59 -4.64 0.09
C -3.97 -6.89 -0.84 -0.08
C -2.67 -7.51 -1.29 -0.25
C -1.57 -7.48 -0.23 -0.07
N -0.25 -8.17 -0.83 -0.23
C 0.37 -7.41 -2.01 0.05
C -0.48 -9.64 -1.17 -0.10
C 0.83 -10.38 -0.75 -0.13
C 1.16 -9.65 0.51 -0.20
C 0.84 -8.21 0.28 -0.11
H -4.67 -6.96 -1.67 0.09
H -3.89 -5.86 -0.48 0.09
H -4.34 -7.53 -0.04 0.08
H -2.35 -6.99 -2.19 0.11
H -2.74 -8.54 -1.65 0.11
H -1.82 -8.10 0.63 0.14
H -1.26 -6.48 0.07 0.14
H 1.33 -7.90 -2.19 0.11
H 0.34 -6.38 -1.67 0.12
H -0.29 -7.56 -2.86 0.10
H -0.53 -9.80 -2.24 0.13
H -1.36 -10.08 -0.70 0.14
H 1.59 -10.18 -1.50 0.12
H 0.73 -11.46 -0.70 0.13
H 2.23 -9.63 0.74 0.13
H 0.75 -10.01 1.45 0.13
H 1.80 -7.76 0.02 0.13
H 0.39 -7.77 1.17 0.13
C 6.97 4.32 3.48 -0.08
C 8.06 4.91 4.38 -0.25
C 7.86 4.50 5.83 -0.10
N 8.91 5.02 6.86 -0.24
C 10.31 4.66 6.47 0.02
C 8.49 4.59 8.27 -0.08
C 7.61 5.64 8.92 -0.15
C 7.66 6.78 7.98 -0.19
C 8.86 6.57 7.03 -0.07
H 7.20 4.70 2.49 0.09
H 6.02 4.81 3.69 0.08
H 6.89 3.25 3.71 0.08
H 8.10 5.99 4.23 0.12
H 8.99 4.45 4.02 0.11
H 7.74 3.42 5.89 0.14
H 7.01 5.07 6.20 0.13
H 11.02 5.19 7.10 0.11
H 10.61 4.83 5.44 0.11
H 10.23 3.59 6.65 0.11
H 9.39 4.39 8.84 0.14
H 7.96 3.64 8.16 0.13
H 7.96 6.14 9.83 0.13
H 6.56 5.40 9.07 0.13
H 7.91 7.71 8.49 0.13
H 6.77 6.90 7.37 0.12
H 9.72 6.86 7.64 0.13
H 8.92 7.19 6.14 0.14
C 2.98 -0.45 -7.09 -0.11
C 3.20 1.03 -7.13 -0.24
C 2.23 1.84 -8.07 -0.05
N 2.75 3.29 -8.42 -0.22
C 3.84 3.33 -9.51 0.06
C 3.16 3.96 -7.12 -0.14
C 2.81 5.37 -7.26 -0.16
C 1.93 5.60 -8.49 -0.12
C 1.62 4.19 -8.87 -0.13
H 1.99 -0.77 -6.76 0.08
H 3.68 -1.02 -6.49 0.08
H 2.86 -0.98 -8.03 0.08
H 4.25 1.24 -7.37 0.10
H 3.26 1.40 -6.10 0.11
H 1.36 2.04 -7.44 0.13
H 1.91 1.28 -8.94 0.14
H 3.47 3.13 -10.52 0.11
H 4.56 2.57 -9.23 0.10
H 4.34 4.29 -9.39 0.11
H 4.18 3.65 -6.89 0.14
H 2.57 3.59 -6.28 0.14
H 3.71 5.97 -7.35 0.12
H 2.43 5.65 -6.28 0.13
H 2.43 6.27 -9.19 0.12
H 0.99 6.14 -8.31 0.13
H 1.57 4.07 -9.95 0.13
H 0.60 3.95 -8.57 0.15
B -5.92 7.27 -1.97 -1.45
F -6.19 6.46 -0.90 0.10
F -5.63 8.48 -1.41 0.11
F -4.73 6.78 -2.55 0.07
F -7.01 7.32 -2.73 0.16
```